C15H15BrN6O2 in the gas phase, computed with wB97M-V/def2-TZVPD.

Cartesian coordinates (Å):
C1 1.608 -5.194 1.781
C2 0.543 -4.636 0.912
N1 -0.028 -3.467 1.126
N2 -0.943 -3.296 0.165
C3 -1.694 -2.072 0.106
C4 -1.073 -1.114 -0.856
N3 -1.070 -1.270 -2.154
O1 -0.380 -0.218 -2.642
C5 -0.006 0.516 -1.600
C6 0.784 1.777 -1.754
O2 1.077 2.246 -2.828
N4 1.117 2.274 -0.549
C7 1.823 3.523 -0.384
C8 1.008 4.539 0.380
C9 0.462 4.245 1.626
C10 -0.280 5.220 2.271
C11 -0.445 6.452 1.656
C12 0.149 6.647 0.419
N5 0.851 5.717 -0.203
N6 -0.410 0.006 -0.468
C13 -0.978 -4.335 -0.703
C14 -1.891 -4.408 -1.867
C15 -0.027 -5.222 -0.235
Br1 0.410 -6.896 -0.984
H1 2.514 -5.367 1.200
H2 1.290 -6.147 2.201
H3 1.822 -4.497 2.586
H4 -2.723 -2.285 -0.198
H5 -1.671 -1.626 1.102
H6 0.783 1.786 0.270
H7 2.036 3.916 -1.381
H8 2.768 3.341 0.142
H9 0.619 3.280 2.086
H10 -0.720 5.024 3.238
H11 -1.015 7.238 2.125
H12 0.059 7.589 -0.106
H13 -2.930 -4.457 -1.538
H14 -1.769 -3.528 -2.497
H15 -1.670 -5.301 -2.446

The frontier orbital gap comes out at 0.3252 hartree. Its calculated total energy is -98875.7698 eV. Its multiplicity is 1. Its structure (SMILES) is Cc1nn(Cc2noc(C(=O)NCc3ccccn3)n2)c(C)c1Br.

A molecular structure, C15H15CaN2O6, computed with wB97M-V/def2-TZVPD.

Cartesian coordinates (Å):
O1 1.431 1.548 -1.736
C1 0.659 0.632 -1.289
Ca1 2.191 1.610 0.333
O2 -1.766 0.945 -1.567
C2 -0.732 0.971 -0.905
C3 -0.757 1.623 0.428
O3 -1.451 1.951 1.316
C4 1.122 -0.748 -0.957
O4 2.185 -0.762 -0.245
C5 0.128 -1.839 -0.970
O5 -0.774 -1.920 -0.152
H1 0.394 -2.564 -1.764
C6 3.778 3.937 7.829
C7 2.355 3.456 7.976
N1 1.981 2.351 7.055
C8 2.637 1.069 7.355
C9 2.482 0.690 8.822
C10 1.749 2.732 5.737
O6 1.848 3.906 5.378
C11 1.310 1.681 4.755
C12 0.500 0.591 5.088
C13 0.132 -0.305 4.086
C14 0.518 -0.050 2.769
N2 1.255 1.032 2.449
C15 1.646 1.891 3.414
H2 4.501 3.126 7.973
H3 3.972 4.710 8.578
H4 3.921 4.380 6.838
H5 2.178 3.066 8.981
H6 1.664 4.279 7.772
H7 2.203 0.284 6.727
H8 3.714 1.129 7.100
H9 1.455 0.843 9.170
H10 2.719 -0.373 8.934
H11 3.169 1.255 9.461
H12 0.180 0.452 6.121
H13 -0.460 -1.194 4.290
H14 0.234 -0.716 1.948
H15 2.228 2.769 3.103

The frontier orbital gap (alpha / beta) comes out at 0.2606 / 0.2403 hartree. Its calculated total energy is -49493.2874 eV. Its multiplicity is 1. As for the charge: +1.

C15H15ClN2O5S in the gas phase, computed with wB97M-V/def2-TZVPD.

Cartesian coordinates (Å):
C1 -5.215 -2.007 -1.396
O1 -4.176 -1.826 -0.467
C2 -4.504 -0.923 0.565
C3 -3.306 -0.842 1.509
N1 -2.145 -0.365 0.797
C4 -1.486 0.745 1.134
O2 -1.761 1.435 2.112
C5 -0.356 1.082 0.241
O3 -0.099 0.260 -0.794
N2 0.973 0.715 -1.475
C6 1.389 1.808 -0.891
C7 2.614 2.497 -1.330
S1 3.990 1.957 -0.234
C8 3.871 0.190 -0.334
C9 3.566 -0.476 -1.513
C10 3.482 -1.857 -1.513
C11 3.715 -2.584 -0.359
C12 4.039 -1.906 0.807
Cl1 4.337 -2.797 2.258
C13 4.113 -0.526 0.833
C14 0.561 2.114 0.240
C15 0.710 3.338 1.089
O4 1.508 4.189 0.791
O5 -0.071 3.447 2.143
H1 -5.475 -1.063 -1.890
H2 -4.848 -2.716 -2.136
H3 -6.112 -2.412 -0.914
H4 -5.388 -1.272 1.119
H5 -4.727 0.070 0.147
H6 -3.507 -0.150 2.329
H7 -3.097 -1.839 1.907
H8 -1.899 -0.871 -0.042
H9 2.547 3.570 -1.156
H10 2.854 2.271 -2.366
H11 3.394 0.069 -2.426
H12 3.238 -2.374 -2.428
H13 3.652 -3.660 -0.359
H14 4.355 -0.002 1.744
H15 -0.736 2.713 2.256

The frontier orbital gap comes out at 0.2997 hartree. Its calculated total energy is -52373.3532 eV. Its multiplicity is 1. Its structure (SMILES) is COCCNC(=O)c1onc(CSc2cccc(Cl)c2)c1C(=O)O.

4 unconnected molecules or ions with the total composition C15H15F12O9P, computed with wB97M-V/def2-TZVPD.

Cartesian coordinates (Å):
F1 2.049 0.516 3.353
C1 1.273 0.029 2.378
F2 0.458 -0.902 2.898
F3 2.051 -0.549 1.454
C2 0.442 1.191 1.770
F4 1.286 2.208 1.499
F5 -0.400 1.585 2.736
C3 -0.382 0.859 0.483
F6 -0.669 -0.458 0.508
F7 -1.517 1.543 0.556
C4 0.277 1.185 -0.888
F8 0.243 2.529 -1.012
F9 -0.593 0.694 -1.800
C5 1.650 0.640 -1.154
C6 2.188 1.012 -2.536
P1 3.178 2.572 -2.723
H1 2.344 0.977 -0.386
H2 1.584 -0.444 -1.062
H3 2.873 0.222 -2.844
H4 1.381 1.052 -3.271
H5 3.750 2.543 -1.431
H6 2.170 3.478 -2.329
O1 -4.644 -4.830 3.786
C7 -4.034 -4.202 2.988
O2 -2.874 -3.550 3.236
C8 -2.347 -3.067 1.997
C9 -3.588 -3.005 1.127
F10 -3.334 -3.320 -0.163
O3 -4.412 -4.009 1.697
H7 -1.638 -3.793 1.597
H8 -1.867 -2.105 2.141
H9 -4.096 -2.044 1.169
O4 -4.046 -0.053 0.160
C10 -5.083 0.501 0.006
O5 -5.862 0.397 -1.091
C11 -7.107 1.050 -0.834
C12 -6.749 1.994 0.300
F11 -7.747 2.116 1.204
O6 -5.649 1.345 0.908
H10 -7.838 0.317 -0.489
H11 -7.456 1.543 -1.735
H12 -6.440 2.993 -0.013
O7 4.560 -0.079 -0.576
C13 5.683 -0.078 -0.957
O8 6.079 0.351 -2.175
C14 7.507 0.394 -2.204
C15 7.880 -0.568 -1.090
F12 8.969 -0.162 -0.400
O9 6.748 -0.517 -0.241
H13 7.846 1.401 -1.955
H14 7.864 0.104 -3.187
H15 8.036 -1.601 -1.407

The frontier orbital gap comes out at 0.3644 hartree. Its calculated total energy is -76125.0212 eV. Its multiplicity is 1. Its structure (SMILES) is FC(F)(F)C(F)(F)C(F)(F)C(F)(F)CCP.O=C1OC[C@@H](F)O1.O=C1OC[C@@H](F)O1.O=C1OC[C@@H](F)O1.

C15H15F3N4O2 in the gas phase, computed with wB97M-V/def2-TZVPD.

Cartesian coordinates (Å):
O1 4.330 -0.145 -1.580
C1 3.678 0.501 -0.636
N1 4.322 1.418 0.026
C2 3.753 2.044 1.036
C3 2.533 1.732 1.529
C4 2.216 2.432 2.836
F1 3.140 2.144 3.769
F2 2.279 3.765 2.697
F3 1.015 1.990 3.260
C5 1.998 0.751 0.719
N2 0.826 0.192 1.018
C6 -0.282 0.836 0.450
C7 -0.800 2.149 0.690
C8 -2.041 2.689 0.212
C9 -2.859 1.866 -0.590
C10 -2.529 0.571 -0.727
C11 -1.225 0.082 -0.277
N3 -0.977 -1.264 -0.435
C12 -0.432 -1.820 -1.653
C13 -1.469 -2.633 -2.485
O2 -2.061 -3.752 -1.642
C14 -2.613 -3.273 -0.495
C15 -1.656 -2.325 0.334
N4 2.565 0.019 -0.252
H1 3.582 -0.752 -1.750
H2 4.307 2.919 1.429
H3 0.815 -0.800 1.098
H4 -0.202 2.683 1.375
H5 -2.508 3.653 0.541
H6 -3.735 2.169 -1.094
H7 -3.268 -0.143 -1.185
H8 0.346 -2.410 -1.258
H9 -0.142 -0.911 -2.271
H10 -1.035 -3.016 -3.352
H11 -2.258 -1.913 -2.669
H12 -2.908 -4.117 0.127
H13 -3.512 -2.605 -0.776
H14 -0.866 -2.859 0.827
H15 -2.320 -1.868 1.159

The frontier orbital gap comes out at 0.3097 hartree. Its calculated total energy is -34003.2021 eV. Its multiplicity is 1. Its structure (SMILES) is Oc1ncc(C(F)(F)F)c(Nc2ccccc2N2CCOCC2)n1.

A molecular structure, C15H15IrN7O5S2, computed with wB97M-V/def2-TZVPD.

Cartesian coordinates (Å):
Ir1 -0.050 -1.298 0.334
O1 -1.008 -0.196 -3.490
C1 -0.381 -0.691 -2.575
O2 -0.896 -1.432 -1.637
C2 1.111 -0.572 -2.504
C3 1.873 -0.278 -3.622
C4 3.250 -0.339 -3.512
C5 3.809 -0.696 -2.294
C6 2.975 -0.947 -1.221
N1 1.646 -0.875 -1.320
H1 1.366 -0.030 -4.543
H2 3.881 -0.134 -4.366
H3 4.879 -0.788 -2.170
H4 3.381 -1.256 -0.267
N2 2.421 1.042 1.123
C7 1.227 1.623 1.172
N3 1.210 2.915 1.504
C8 0.022 3.495 1.544
N4 -0.038 4.790 1.884
N5 -1.150 2.884 1.273
C9 -1.029 1.624 0.937
N6 0.101 0.908 0.847
C10 -2.280 0.905 0.583
C11 -3.517 1.520 0.622
C12 -4.619 0.794 0.208
C13 -4.437 -0.503 -0.241
C14 -3.163 -1.043 -0.241
N7 -2.109 -0.345 0.180
H5 3.183 1.593 1.481
H6 2.473 0.034 1.203
H7 0.812 5.289 2.073
H8 -0.926 5.255 1.899
H9 -3.584 2.542 0.964
H10 -5.606 1.238 0.223
H11 -5.266 -1.097 -0.599
H12 -2.962 -2.042 -0.594
C15 -1.202 -2.116 1.829
H13 -1.994 -2.704 1.372
H14 -1.621 -1.312 2.437
H15 -0.567 -2.747 2.437
O3 3.281 -3.194 1.202
S1 1.898 -3.060 1.556
O4 1.457 -3.722 2.748
O5 1.503 -1.543 1.584
S2 0.647 -3.489 -0.027

The frontier orbital gap (alpha / beta) comes out at 0.2763 / 0.2815 hartree. Its calculated total energy is -60978.0007 eV. Its multiplicity is 2. Its expectation value of S² is 0.756.

no.,largest force on an atom (eV/Å)
1,1.22
2,4.53
3,1.38
4,0.62
5,4.45
6,2.01